# 1
{
  "formula": "C3H3BaO2",
  "method": "ωB97M-V/def2-TZVPD",
  "lumo_energy_ev": -4.97,
  "total_charge": 1,
  "de_lowest_kcal_mol": 0.0,
  "gap_ev": 7.96,
  "species": ["C", "C", "H", "H", "H", "O", "C", "O", "Ba"],
  "coordinates": [[1.657, 0.122, -1.617], [1.303, -0.174, -2.870], [1.982, 0.002, -3.704], [2.657, 0.474, -1.359], [0.326, -0.607, -3.090], [1.071, 0.074, 0.696], [0.678, 0.089, -0.515], [-0.575, 0.001, -0.735], [-1.281, -0.007, 1.847]],
  "forces_ev_per_a": [[0.0, 0.5, -0.4], [0.1, 0.0, 0.2], [-0.1, -0.3, 0.3], [-0.3, -0.1, -0.1], [0.2, 0.4, 0.1], [-0.1, 0.3, 0.7], [-0.8, -1.0, 0.7], [-0.4, 0.2, 0.3], [1.4, 0.0, -1.7]]
}

# 2
{
  "formula": "C3H3Br2N",
  "method": "ωB97M-V/def2-TZVPD",
  "lumo_energy_ev": [-0.68, -1.29],
  "de_lowest_kcal_mol": 75.7,
  "gap_ev": [8.37, 7.87],
  "species": ["C", "C", "C", "N", "Br", "Br", "H", "H", "H"],
  "coordinates": [[0.778, -0.083, 1.365], [-1.355, -0.058, -0.504], [1.014, 0.126, 0.000], [0.577, -0.050, 2.491], [1.591, 1.806, -0.772], [1.565, -1.488, -0.860], [-1.848, 0.832, -0.090], [-1.346, -1.075, -0.114], [-0.975, -0.012, -1.516]],
  "forces_ev_per_a": [[0.7, 1.4, -0.4], [2.8, 0.3, 0.0], [-2.4, -0.5, -1.6], [-0.3, -0.4, 1.2], [-0.2, -1.1, 0.8], [0.2, 0.4, -0.1], [0.2, -0.8, 0.0], [-0.6, 0.5, 0.3], [-0.5, 0.2, -0.2]]
}

# 3
{
  "formula": "C3H3Br2O2",
  "method": "ωB97M-V/def2-TZVPD",
  "lumo_energy_ev": 2.87,
  "total_charge": -1,
  "de_lowest_kcal_mol": 21.6,
  "gap_ev": 6.97,
  "species": ["C", "C", "C", "O", "O", "Br", "Br", "H", "H", "H"],
  "coordinates": [[-0.862, -0.146, -1.195], [0.779, 0.130, 0.960], [-0.528, 0.415, 0.118], [-1.494, -0.662, -0.101], [-0.968, 0.044, -2.351], [-1.373, 2.154, 0.514], [1.113, -2.224, -1.417], [0.936, -0.818, 1.256], [1.627, 0.309, 0.334], [0.768, 0.800, 1.880]],
  "forces_ev_per_a": [[0.6, 1.2, 1.2], [-2.0, 4.4, 0.0], [1.6, -0.9, 0.3], [-0.2, 0.0, -0.3], [-0.6, -0.4, -0.4], [0.3, -0.5, 0.0], [0.2, -0.1, 0.1], [-0.3, -3.5, 0.8], [0.5, 0.6, -0.5], [0.1, -0.7, -1.2]]
}

# 4
{
  "formula": "C3H3Br9",
  "method": "ωB97M-V/def2-TZVPD",
  "lumo_energy_ev": -0.76,
  "de_lowest_kcal_mol": 18.5,
  "gap_ev": 9.44,
  "species": ["C", "Br", "Br", "Br", "H", "C", "Br", "Br", "Br", "H", "C", "Br", "Br", "Br", "H"],
  "coordinates": [[-0.513, 2.121, -3.171], [-0.952, 1.153, -1.474], [-0.662, 0.891, -4.740], [1.299, 2.990, -3.165], [-1.286, 2.880, -3.291], [0.902, 0.106, 3.592], [0.638, -1.700, 4.401], [1.358, 1.407, 5.083], [-0.740, 0.785, 2.704], [1.690, -0.005, 2.848], [-0.338, -2.045, -0.657], [-0.028, -3.993, -1.150], [1.122, -1.233, 0.354], [-2.086, -1.795, 0.297], [-0.403, -1.563, -1.632]],
  "forces_ev_per_a": [[0.5, -0.7, -0.1], [0.4, 0.9, -1.3], [0.1, 0.8, 1.1], [-1.5, -0.7, 0.2], [0.4, -0.1, 0.0], [-1.0, 0.2, 1.2], [0.1, 1.2, -0.6], [-0.1, -1.1, -1.4], [1.0, -0.4, 0.6], [-0.1, 0.4, 0.4], [-0.4, -0.9, 0.2], [-0.2, 1.6, 0.7], [-0.5, -0.8, -0.7], [1.3, -0.3, -0.8], [0.0, 0.0, 0.4]]
}

# 5
{
  "formula": "C3H3BrF4O",
  "method": "ωB97M-V/def2-TZVPD",
  "s_squared": 2.01,
  "lumo_energy_ev": [0.62, -1.43],
  "spin_multiplicity": 3,
  "gap_ev": [7.78, 9.51],
  "species": ["C", "C", "C", "O", "F", "F", "F", "F", "Br", "H", "H", "H"],
  "coordinates": [[1.400, 0.941, 0.674], [0.754, -0.404, 0.544], [-1.465, -0.450, -0.550], [-1.289, -0.176, -1.825], [1.554, 1.535, -0.541], [1.419, -1.311, -0.190], [0.443, -0.957, 1.726], [-1.935, -1.667, -0.279], [-2.393, 0.909, 0.454], [0.782, 1.589, 1.303], [2.405, 0.823, 1.111], [-1.673, -0.831, -2.427]],
  "forces_ev_per_a": [[0.2, -0.1, 0.7], [1.8, -0.3, 0.9], [-1.5, 0.1, -0.2], [0.1, 0.0, -0.4], [-0.1, 0.1, -0.7], [-0.2, 0.4, 0.1], [-0.1, 0.3, -0.4], [-0.1, -0.2, -0.3], [0.0, 0.1, 0.1], [0.1, -0.3, 0.0], [-0.1, 0.0, 0.1], [-0.1, -0.2, 0.1]]
}

# 6
{
  "formula": "C3H3BrN2O",
  "method": "ωB97M-V/def2-TZVPD",
  "lumo_energy_ev": -0.19,
  "de_lowest_kcal_mol": 108.8,
  "gap_ev": 7.79,
  "species": ["C", "C", "C", "N", "N", "O", "Br", "H", "H", "H"],
  "coordinates": [[-0.206, 0.020, -1.343], [-0.808, -0.848, 0.879], [0.657, 2.066, -0.580], [-0.339, -0.551, -0.218], [-0.311, -1.508, 1.892], [0.296, 1.267, -1.557], [1.353, 3.633, -1.391], [-0.383, -0.505, -2.269], [-0.907, -1.732, 2.668], [0.648, -1.841, 1.919]],
  "forces_ev_per_a": [[-0.1, -2.1, 0.9], [-1.4, 0.2, 1.0], [-0.4, -1.1, 0.0], [0.4, 1.1, -1.8], [0.8, -0.4, 0.1], [0.7, 1.9, 0.1], [0.0, 0.3, -0.2], [0.0, 0.1, -0.1], [0.1, 0.1, 0.0], [-0.1, 0.0, 0.1]]
}

Please write out number 5 again, unchanged.
{
  "formula": "C3H3BrF4O",
  "method": "ωB97M-V/def2-TZVPD",
  "s_squared": 2.01,
  "lumo_energy_ev": [0.62, -1.43],
  "spin_multiplicity": 3,
  "gap_ev": [7.78, 9.51],
  "species": ["C", "C", "C", "O", "F", "F", "F", "F", "Br", "H", "H", "H"],
  "coordinates": [[1.400, 0.941, 0.674], [0.754, -0.404, 0.544], [-1.465, -0.450, -0.550], [-1.289, -0.176, -1.825], [1.554, 1.535, -0.541], [1.419, -1.311, -0.190], [0.443, -0.957, 1.726], [-1.935, -1.667, -0.279], [-2.393, 0.909, 0.454], [0.782, 1.589, 1.303], [2.405, 0.823, 1.111], [-1.673, -0.831, -2.427]],
  "forces_ev_per_a": [[0.2, -0.1, 0.7], [1.8, -0.3, 0.9], [-1.5, 0.1, -0.2], [0.1, 0.0, -0.4], [-0.1, 0.1, -0.7], [-0.2, 0.4, 0.1], [-0.1, 0.3, -0.4], [-0.1, -0.2, -0.3], [0.0, 0.1, 0.1], [0.1, -0.3, 0.0], [-0.1, 0.0, 0.1], [-0.1, -0.2, 0.1]]
}